# 1
Below is a molecular structure, C6H27NO8 at a distorted geometry, with properties calculated with wB97M-V/def2-TZVPD.

frontier orbital gap	0.2759	hartree
2S+1	1
energy relative to the best compared isomer or geometry (same formula, charge and spin)	307.09	kcal per mole
LUMO energy	-0.2	eV
electronic energy	-901.03788	Eh

Structure (XYZ):
```
42
Properties=species:S:1:pos:R:3:forces:R:3:mulliken_charge:R:1
C 12.723680 9.224670 -10.968760 -1.02 -0.96 0.49 -0.728
O 11.946690 8.816720 -9.837130 0.15 -0.39 0.69 -0.316
C 11.000900 7.712810 -9.930480 0.72 1.24 -0.75 -0.624
C 10.108890 7.741120 -8.707630 0.32 -0.63 -0.24 -0.736
N 10.852820 7.385990 -7.514520 -0.02 1.01 0.45 0.092
C 10.032760 7.351950 -6.288850 0.06 -1.26 -1.13 -1.240
C 10.829050 6.707240 -5.184190 0.97 1.25 -5.19 0.836
O 11.435440 5.478130 -5.620350 -0.77 -1.61 0.16 -0.417
C 11.284160 4.306960 -4.740730 -0.21 1.92 -1.04 -0.706
H 13.039180 8.333360 -11.511110 0.13 0.09 -0.37 0.312
H 13.608190 9.767490 -10.635480 -0.15 -0.07 0.24 0.224
H 12.114820 9.884050 -11.587320 0.07 -0.03 -0.34 0.263
H 11.448670 6.722730 -10.016170 0.76 -0.06 0.23 0.339
H 10.486540 7.821670 -10.885310 -0.65 0.16 0.06 0.464
H 9.338340 6.980500 -8.833340 -0.52 -0.03 -0.45 0.405
H 9.616690 8.710810 -8.633170 0.14 0.08 0.28 0.322
H 11.369280 6.526770 -7.637460 -0.24 -0.24 0.03 0.118
H 9.134020 6.737600 -6.342980 -0.63 -0.09 -0.87 0.410
H 9.715790 8.382060 -6.126030 0.10 -0.01 0.66 0.326
H 10.236310 6.623660 -4.273270 -0.36 -1.55 -7.46 1.008
H 11.665700 7.396940 -5.072590 -2.70 -1.33 -1.41 -0.336
H 10.258930 3.979580 -4.568060 -0.30 0.13 -0.50 0.228
H 11.627830 4.583250 -3.743900 0.54 -0.45 -0.01 0.237
H 11.833680 3.541750 -5.288990 0.14 -0.16 0.59 0.260
O 11.104980 9.433030 -2.898410 -0.24 1.54 0.25 -0.770
H 11.420650 8.572820 -3.175250 0.03 -0.34 0.34 0.549
H 10.174940 9.299840 -2.715330 -0.17 0.00 -0.06 0.277
O 13.756160 5.649470 -4.302640 1.76 -1.74 -3.91 -0.504
H 14.242140 4.824930 -4.315650 0.14 -0.69 -0.65 0.379
H 14.220480 6.211520 -4.922920 -0.12 0.40 -0.42 0.181
O 11.932920 7.075590 -3.379760 0.77 2.89 0.42 -0.977
H 12.531630 6.535200 -2.864240 -2.40 0.86 0.69 0.470
H 12.497380 7.528270 -4.006410 0.10 -0.05 0.23 0.166
O 13.362760 6.151810 -2.279800 5.81 -2.89 8.56 -0.617
H 13.745950 5.716000 -3.041030 0.71 0.05 -0.34 0.266
H 13.890140 5.850430 -1.540020 -0.30 0.18 0.83 0.337
O 13.021950 8.206420 -5.228220 2.77 1.34 -0.81 -0.549
H 13.881440 8.598580 -5.074220 0.48 0.55 0.19 0.279
H 12.772700 8.509730 -6.101200 -0.66 -0.07 -0.72 0.158
O 9.808810 6.784110 -3.214200 -7.99 0.06 7.42 -0.658
H 10.733480 6.820920 -3.458860 3.12 0.84 3.00 -0.138
H 9.809290 6.868650 -2.260740 -0.32 0.04 0.85 0.412
```
Positions in Å, forces in eV/Å.

# 2
Below is 8 unconnected molecules or ions with the total composition C6H27NO8 at a distorted geometry, with properties calculated with wB97M-V/def2-TZVPD.

frontier orbital gap	0.3282	hartree
2S+1	1
SMILES	CCC[C@H](C=O)NC.O.O.O.O.O.O.O
energy relative to the best compared isomer or geometry (same formula, charge and spin)	117.02	kcal per mole
LUMO energy	0.1	eV
electronic energy	-901.34077	Eh

Structure (XYZ):
```
42
Properties=species:S:1:pos:R:3:forces:R:3:mulliken_charge:R:1
C 1.916289 2.856523 0.838926 0.92 -3.30 -0.92 -1.168
N 1.898656 1.510933 0.149053 -0.76 2.48 0.65 -0.372
C 0.561799 1.154013 -0.373018 1.19 -2.53 1.27 0.085
C -0.070051 -0.061329 0.503729 0.34 2.27 -1.62 0.260
C -1.142018 -0.845736 -0.227312 -2.37 2.14 0.44 -0.419
C -2.575889 -0.200083 0.066295 1.24 -2.96 2.37 -1.753
C 0.978929 0.699394 -1.732077 1.06 0.38 -0.56 -0.360
O 0.659526 -0.335939 -2.231394 0.32 -1.71 -0.71 -0.587
H 2.305368 3.542937 0.172541 -0.47 2.02 -1.76 0.362
H 2.719438 2.870152 1.503794 1.16 -0.44 1.78 0.423
H 1.018405 3.014942 1.352490 -1.34 0.83 0.48 0.361
H 2.394176 0.814686 0.685911 -0.68 -0.35 0.05 0.266
H -0.154588 1.950580 -0.532585 0.10 0.65 0.50 0.512
H 0.712291 -0.789483 0.671531 0.57 0.42 0.50 -0.379
H -0.476766 0.399877 1.449187 0.74 -0.85 -0.84 0.325
H -1.113014 -0.813205 -1.340182 0.55 -0.77 1.28 0.322
H -1.048969 -1.805287 0.270260 -0.65 -0.53 -0.72 0.401
H -3.130156 -1.045803 0.509370 -0.56 0.22 -0.84 0.370
H -3.035310 0.226874 -0.753513 -1.05 0.59 -1.80 0.528
H -2.680241 0.481956 0.895982 1.13 0.37 0.18 0.211
H 1.787029 1.288621 -2.275327 -0.85 0.22 0.67 0.496
H 1.005909 -3.860092 -1.661719 0.08 0.29 1.09 0.266
H 0.762742 -2.505468 -1.126885 -0.63 2.35 -0.59 0.333
O 0.975275 -3.352618 -0.816588 0.69 -2.42 -0.40 -0.632
H 4.061410 -2.148754 1.508799 2.52 -1.80 1.09 0.272
H 2.742972 -2.481135 0.616560 2.38 2.44 1.84 0.351
O 3.336079 -1.745139 1.136497 -5.09 -0.76 -2.98 -0.641
H 1.540648 -0.871719 4.063693 -2.16 0.14 -3.57 0.342
H 1.953336 -1.329414 2.682381 -1.19 0.67 -0.42 0.306
O 1.117418 -0.920298 3.054814 3.70 -0.71 4.14 -0.624
H 0.434528 -3.113290 3.393095 1.03 0.69 0.00 0.303
H -0.387025 -3.726943 2.261257 0.22 -0.16 -0.79 0.303
O -0.408057 -3.460648 3.168587 -1.46 -0.61 0.68 -0.607
H -0.082706 -0.146517 -4.107711 -1.14 2.25 -0.25 0.343
H 0.071955 1.402916 -3.947731 -0.64 -0.59 -0.30 0.339
O -0.581447 0.735620 -4.243265 1.42 -1.54 -0.11 -0.635
H -3.135495 2.493788 0.614005 2.33 0.16 -1.32 0.329
H -4.154096 1.409392 0.981972 0.24 1.01 -0.11 0.421
O -3.952221 2.364494 1.009362 -2.97 -0.69 1.45 -0.650
H -2.187666 1.353361 -2.552854 -0.18 -2.92 -1.11 0.268
H -2.488499 2.731149 -3.192938 -0.25 -0.23 -0.63 0.275
O -2.149963 2.256711 -2.444981 0.51 3.28 1.86 -0.546
```
Positions in Å, forces in eV/Å.

# 3
Below is 8 unconnected molecules or ions with the total composition C6H27NO8 at a distorted geometry, with properties calculated with wB97M-V/def2-TZVPD.

frontier orbital gap	0.3545	hartree
2S+1	1
SMILES	CCC(=O)N(C)CC.O.O.O.O.O.O.O
energy relative to the best compared isomer or geometry (same formula, charge and spin)	92.78	kcal per mole
LUMO energy	0.2	eV
electronic energy	-901.37940	Eh

Structure (XYZ):
```
42
Properties=species:S:1:pos:R:3:forces:R:3:mulliken_charge:R:1
C -0.209636 -0.787133 2.272026 1.22 -1.04 1.18 -0.150
C 1.217814 -0.288664 2.698250 -0.28 -0.64 -7.25 -1.320
C -1.022416 0.249879 1.612735 1.45 -1.21 -3.34 0.397
N -0.883874 0.402072 0.246024 1.83 2.53 -2.44 0.563
C -0.057782 -0.353163 -0.739409 -0.48 0.71 0.05 0.915
C -1.040443 -0.660114 -1.953014 -4.03 -0.95 3.21 -1.264
C -1.183786 1.792940 -0.378307 -1.09 -0.53 2.85 -1.558
O -1.871173 0.887299 2.139679 -1.91 1.98 2.51 -0.672
H 0.048654 -1.657159 1.612881 -1.11 0.70 0.85 -0.013
H -0.775289 -1.022079 3.190975 0.22 -0.56 -0.57 0.442
H 1.927923 -1.108074 2.278457 -0.72 1.86 0.64 0.269
H 1.381116 -0.226240 3.654726 0.56 0.52 5.35 0.438
H 1.344175 0.725410 2.197653 0.56 -1.35 0.75 0.201
H 0.872013 0.239766 -1.097014 -1.58 -0.50 0.43 0.242
H 0.402265 -1.219884 -0.235618 -0.72 0.44 -0.69 -0.886
H -1.926309 0.046045 -2.177905 2.02 -0.06 0.71 0.294
H -1.810553 -1.563807 -1.761580 2.48 1.28 -0.20 0.143
H -0.554317 -0.770098 -2.832013 1.62 -0.78 -2.79 0.518
H -1.582380 2.416598 0.473364 0.66 -0.48 -0.82 0.683
H -2.047304 1.743080 -1.019047 -0.05 -0.15 -0.57 0.331
H -0.324698 2.303895 -0.841438 -0.15 -0.64 0.29 0.372
H 0.557104 1.962108 -2.970731 -0.22 -0.77 0.01 0.372
H 1.729110 1.852627 -3.992538 0.56 -0.96 -0.37 0.326
O 1.152548 2.440867 -3.539301 -0.59 1.35 -0.04 -0.731
H 3.721971 -2.184827 -1.541581 0.15 1.57 0.38 0.325
H 2.960462 -1.235462 -0.650836 0.59 0.07 -0.43 0.324
O 3.749684 -1.235708 -1.232479 -0.78 -1.62 0.02 -0.657
H -1.788613 -3.579808 -0.241901 -0.99 -0.31 -0.49 0.263
H -1.660905 -2.498147 0.910262 -0.10 -0.77 -1.01 0.276
O -1.184816 -3.156448 0.340988 0.82 0.82 1.43 -0.639
H -3.129804 -0.640491 1.831654 -0.05 0.44 0.29 0.337
H -3.597924 -0.806938 0.311061 2.21 -1.77 3.12 0.343
O -3.049732 -1.272764 1.116747 -2.79 0.84 -3.30 -0.687
H 0.140277 2.630135 1.577195 0.22 1.11 1.66 0.312
H -0.392288 3.490753 2.820649 0.64 -0.64 -0.64 0.334
O 0.405918 3.061489 2.443042 -0.73 -0.34 -1.00 -0.650
H 2.397155 3.089948 -1.037284 -0.97 0.66 0.23 0.299
H 1.350798 3.391554 -2.038994 -0.13 0.16 -1.26 0.419
O 1.525760 3.548220 -1.123759 1.41 -0.49 1.38 -0.658
H 0.469738 -2.972070 -0.389676 -3.08 -0.81 1.52 0.380
H 1.489655 -3.941349 -1.087982 0.03 -2.70 -0.28 0.272
O 1.249901 -3.094259 -0.845960 3.28 3.02 -1.38 -0.507
```
Positions in Å, forces in eV/Å.